(1)
This record from the OMol25 dataset describes a structure of composition C23H23N5O4RuS6Sb. The level of theory is wB97M-V/def2-TZVPD.

```
63
Properties=species:S:1:pos:R:3:forces:R:3
Ru 0.3510 0.1696 0.0422 0.063 0.535 0.100
S 0.2486 4.8267 -0.6857 0.022 -0.468 0.035
Sb 1.0204 2.9972 -1.7621 0.116 0.677 -0.490
S 2.1590 1.5096 -0.1787 -0.360 -0.116 -0.002
S -0.6104 1.1516 -1.7655 0.374 -0.324 0.368
S 2.0128 3.2719 -3.7755 -0.091 -0.346 0.293
S -1.0776 -1.7207 -0.2339 -0.291 0.251 0.083
C -2.4297 -0.9207 0.4584 0.812 0.149 -0.280
N -3.5943 -1.6301 0.3731 0.097 -0.168 0.039
N -4.7272 -1.0240 0.6558 -0.086 0.189 0.212
C -5.1793 0.2751 0.3801 -0.121 0.193 -0.140
C -6.3481 0.6931 1.0184 0.071 -0.124 0.090
C -6.8653 1.9515 0.7729 -0.019 0.090 -0.056
C -6.2413 2.8001 -0.1340 0.005 -0.041 0.006
C -5.1029 2.3658 -0.8007 0.025 0.044 -0.029
C -4.5670 1.1132 -0.5520 0.024 -0.153 0.024
N -2.3516 0.2458 1.0730 -0.336 0.009 0.523
N -1.1603 0.8014 1.2211 0.225 -0.275 -0.384
C -1.1188 1.9901 1.9707 -0.195 0.105 0.141
C -2.3010 2.6850 2.2753 0.068 -0.179 -0.105
C -2.2569 3.7949 3.0964 0.025 0.001 -0.039
C -1.0472 4.2310 3.6281 -0.009 -0.005 -0.005
C 0.1213 3.5539 3.3092 0.004 0.073 0.003
C 0.0970 2.4473 2.4784 0.017 -0.108 0.049
H -5.4169 -1.6669 1.0057 -0.208 -0.051 -0.096
H -6.8393 0.0235 1.7174 0.027 0.056 0.018
H -7.7600 2.2746 1.2904 0.010 -0.032 -0.007
H -6.6447 3.7859 -0.3287 0.015 -0.035 0.012
H -4.6220 3.0051 -1.5320 0.009 -0.020 0.077
H -3.6863 0.7852 -1.0841 0.024 0.014 -0.031
H -3.2330 2.3350 1.8578 -0.052 0.007 0.006
H -3.1752 4.3271 3.3178 0.044 -0.025 -0.006
H -1.0193 5.0926 4.2858 0.008 -0.033 -0.070
H 1.0714 3.8857 3.7105 -0.038 -0.018 -0.026
H 1.0149 1.9147 2.2704 -0.006 -0.017 0.033
C 4.0977 -0.8318 -5.0915 -0.076 -0.046 0.042
C 3.7645 -1.6809 -3.8942 0.068 -0.049 -0.023
C 4.6330 -2.6741 -3.4513 -0.050 0.037 -0.007
C 4.3090 -3.4747 -2.3635 -0.093 0.066 0.107
C 3.1033 -3.2725 -1.7082 0.243 -0.178 -0.118
C 2.2266 -2.2832 -2.1333 -0.027 -0.033 0.005
C 2.5566 -1.4948 -3.2177 0.043 0.069 -0.078
S 2.6529 -4.3716 -0.3949 -0.078 -0.120 0.166
O 1.3734 -4.9341 -0.7161 -0.023 0.123 0.056
O 3.7832 -5.2248 -0.1538 0.044 0.040 -0.041
N 2.4525 -3.4617 0.9453 0.158 0.313 -0.090
C 3.6225 -2.6944 1.4211 -0.228 -0.147 0.039
C 3.2331 -1.8336 2.6190 -0.324 -0.033 -0.088
C 2.3991 -0.6043 2.2585 0.055 0.124 -0.066
O 2.7873 0.5045 2.5871 -0.264 -0.206 -0.084
O 1.2878 -0.8744 1.6099 0.232 0.004 -0.314
H 5.0946 -1.0613 -5.4691 -0.033 0.044 0.006
H 4.0418 0.2283 -4.8423 0.023 0.025 0.013
H 3.3761 -1.0080 -5.8933 0.046 0.003 0.015
H 5.5725 -2.8328 -3.9696 -0.031 0.022 0.016
H 4.9651 -4.2617 -2.0141 0.009 0.057 -0.055
H 1.2730 -2.1602 -1.6369 -0.102 0.011 0.003
H 1.8708 -0.7296 -3.5641 -0.008 0.040 0.079
H 1.6013 -2.9014 0.9172 0.031 -0.009 0.026
H 4.0541 -2.0672 0.6323 -0.058 -0.001 -0.069
H 4.3753 -3.4221 1.7191 0.039 0.025 -0.003
H 4.1215 -1.4639 3.1234 0.060 -0.082 0.035
H 2.6507 -2.4553 3.3047 0.072 0.044 0.081
```
Forces are in eV/Å.

multiplicity = 5
lowest unoccupied orbital energy (spin up / spin down) = 0.96 / -0.48 eV
highest occupied orbital energy (spin up / spin down) = -5.25 / -5.44 eV
E = -113997.480 eV
⟨S²⟩ = 6.0607
net charge = -1
frontier orbital gap (spin up / spin down) = 0.2282 / 0.1823 hartree

(2)
This record from the OMol25 dataset describes a cluster of 2 separate species, C5H12N2 in total. The level of theory is wB97M-V/def2-TZVPD.

```
19
Properties=species:S:1:pos:R:3:forces:R:3
H -2.1431 -1.0916 -0.2780 0.203 0.512 0.055
N -1.8174 -1.3712 0.6417 -0.664 -0.699 0.146
C -0.7293 -2.0049 0.5393 0.356 0.255 -0.422
N -0.2060 -2.7866 1.5492 -0.007 0.512 0.397
H -0.1149 -1.9663 -0.3641 0.041 -0.279 -0.018
H -0.7419 -2.6673 2.4016 0.000 -0.093 0.013
H 0.7793 -2.6341 1.7187 0.039 -0.219 -0.138
C -0.6028 1.1572 -2.1694 0.177 -0.164 -0.015
C 0.4550 0.9953 -1.1170 -0.115 0.180 -0.288
C 0.3093 1.3384 0.1513 0.432 0.205 0.087
C 1.4354 1.2893 1.1497 -0.110 -0.412 -0.625
H -0.2100 1.7106 -3.0251 -0.013 0.011 0.011
H -0.9326 0.1887 -2.5530 -0.062 -0.020 -0.023
H -1.4653 1.6974 -1.7866 -0.087 -0.021 0.056
H 1.4176 0.6144 -1.4482 0.030 -0.040 -0.027
H -0.6431 1.7357 0.4705 -0.185 0.032 0.176
H 2.3322 0.9495 0.6284 0.093 0.028 0.087
H 1.2345 0.5666 1.9414 -0.059 0.231 0.246
H 1.6432 2.2790 1.5497 -0.070 -0.021 0.282
```
Forces are in eV/Å.

lowest unoccupied orbital energy = 1.03 eV
highest occupied orbital energy = -9.17 eV
E = -8359.020 eV
structure (SMILES) = [H]/N=C/N.C/C=C/C
frontier orbital gap = 0.3748 hartree

(3)
This record from the OMol25 dataset describes a structure of composition C38H37NO9TeTi. The level of theory is wB97M-V/def2-TZVPD.

```
87
Properties=species:S:1:pos:R:3:forces:R:3
Ti 0.5136 0.4734 1.4947 -0.010 -0.046 0.124
O -0.2019 -3.5891 1.2594 0.000 0.002 0.002
C -0.4391 -2.4017 1.2772 0.005 0.000 0.019
O 0.4654 -1.4614 1.2066 -0.035 0.040 -0.004
C -1.8737 -1.8790 1.3009 -0.003 0.003 -0.012
C -2.0547 -0.8207 0.1983 0.003 -0.003 -0.004
C -3.5344 -0.5816 -0.0854 -0.002 0.003 0.000
C -3.9726 0.1887 1.1854 0.002 -0.002 0.001
C -2.6595 0.2875 1.9594 -0.009 -0.003 0.011
O -1.6827 0.3989 0.8917 0.018 0.021 0.004
C -2.2729 -1.0597 2.5779 0.013 -0.016 -0.005
C -1.1431 -0.8487 3.5905 -0.034 0.030 0.015
O -1.1371 -1.4439 4.6448 0.002 -0.001 0.006
O -0.2698 0.0553 3.2347 0.023 -0.051 -0.033
H -2.5340 -2.7320 1.1593 -0.001 -0.001 -0.001
H -1.4115 -0.9400 -0.6692 -0.001 0.002 0.001
H -4.0706 -1.5187 -0.2307 0.000 0.000 0.001
H -3.6551 0.0279 -0.9800 0.000 0.000 -0.001
H -4.7342 -0.3337 1.7635 -0.001 0.001 0.001
H -4.3482 1.1808 0.9392 0.000 0.001 0.001
H -2.5529 1.1434 2.6207 0.005 0.001 -0.003
H -3.0992 -1.5343 3.1028 0.002 -0.002 0.001
O 3.9992 0.3583 3.3456 0.011 -0.048 -0.031
C 3.5205 0.8263 2.3442 -0.041 0.116 0.137
O 2.2233 0.7293 2.0648 0.020 -0.004 -0.117
C 4.3405 1.5551 1.3238 0.019 -0.037 -0.003
C 5.7260 1.5459 1.4667 -0.024 -0.012 0.001
C 6.5231 2.1743 0.5262 -0.001 0.009 -0.018
C 5.9390 2.8163 -0.5625 0.027 -0.004 0.013
C 4.5600 2.8352 -0.7004 -0.027 -0.016 -0.001
C 3.7604 2.2069 0.2452 0.007 0.015 -0.018
H 6.1544 1.0266 2.3136 -0.002 0.000 0.002
H 7.6010 2.1591 0.6361 0.001 0.000 -0.002
H 6.5635 3.3046 -1.3020 -0.001 -0.002 -0.001
H 4.0973 3.3353 -1.5431 0.005 -0.001 0.002
H 2.6843 2.2297 0.1502 -0.038 -0.013 -0.003
C 5.6038 5.2424 3.4548 -0.005 -0.001 0.007
C 4.2001 4.8138 3.1205 -0.005 -0.023 0.001
C 3.4676 4.0085 3.9785 0.005 0.002 0.000
C 2.1820 3.5685 3.6659 -0.008 -0.006 0.007
C 1.4512 2.7110 4.6617 0.021 0.001 -0.015
C 1.6232 3.9277 2.4319 -0.007 -0.005 0.010
Te -0.2758 3.1635 1.8475 0.023 -0.040 -0.047
C 2.3389 4.7631 1.5612 0.011 -0.004 -0.013
C 1.8020 5.1675 0.2143 -0.007 -0.001 0.000
C 3.6085 5.1983 1.9258 0.008 -0.012 -0.021
H 5.9222 4.8270 4.4112 -0.001 0.004 0.001
H 5.6858 6.3303 3.5134 0.002 -0.003 -0.005
H 6.3033 4.8983 2.6897 0.006 0.000 -0.002
H 3.9091 3.6946 4.9191 -0.001 0.000 -0.002
H 2.0099 2.6553 5.5965 0.001 -0.002 0.001
H 1.3041 1.6946 4.2937 0.008 0.017 0.010
H 0.4574 3.1152 4.8627 -0.003 -0.006 0.002
H 0.8260 5.6475 0.2985 0.003 0.004 0.001
H 1.6569 4.2948 -0.4290 -0.016 0.013 0.006
H 2.4914 5.8543 -0.2796 0.002 -0.005 0.000
H 4.1650 5.8250 1.2347 0.002 0.000 -0.003
C 8.0678 0.1948 -2.6996 0.007 0.008 0.004
O 6.7466 -0.2288 -2.4525 -0.001 -0.007 -0.003
C 6.5191 -0.9239 -1.2910 -0.011 0.016 0.011
C 7.5087 -1.3910 -0.4500 0.005 -0.006 0.004
C 7.1624 -2.0669 0.7206 0.000 0.007 -0.002
C 5.8318 -2.2730 1.0272 -0.002 -0.003 -0.001
C 4.8325 -1.8074 0.1797 0.010 -0.007 0.000
C 5.1616 -1.1170 -0.9797 0.010 0.031 0.024
N 4.2204 -0.5632 -1.8403 0.011 -0.028 -0.028
C 2.9315 -0.2940 -1.4718 -0.015 0.039 0.030
C 2.0806 0.5384 -2.2206 0.017 0.032 0.011
C 2.3293 0.9681 -3.5412 0.000 0.002 -0.001
C 1.4699 1.8438 -4.1828 0.000 0.000 -0.002
C 0.3401 2.3265 -3.5304 -0.002 -0.003 0.005
C 0.0692 1.9315 -2.2204 0.002 0.001 -0.007
C 0.9200 1.0551 -1.5704 0.006 -0.013 0.031
O 0.7178 0.7165 -0.3012 -0.011 0.022 -0.082
H 8.7387 -0.6550 -2.8557 -0.001 0.001 -0.005
H 8.4456 0.8043 -1.8734 -0.004 -0.002 0.004
H 8.0336 0.7942 -3.6061 0.000 0.000 0.000
H 8.5507 -1.2245 -0.6844 0.001 0.001 0.000
H 7.9411 -2.4214 1.3829 0.000 -0.001 0.000
H 5.5507 -2.7868 1.9366 0.002 0.002 0.000
H 3.7966 -1.9780 0.4407 -0.001 -0.001 -0.001
H 4.6188 -0.0049 -2.5796 0.001 -0.001 -0.004
H 2.6061 -0.6556 -0.5113 0.001 -0.005 -0.006
H 3.1928 0.5864 -4.0747 0.000 -0.001 -0.002
H 1.6796 2.1504 -5.2003 0.000 0.000 0.000
H -0.3250 3.0182 -4.0315 0.000 0.000 0.000
H -0.7765 2.3234 -1.6688 0.003 0.001 -0.002
```
Forces are in eV/Å.

multiplicity = 2
lowest unoccupied orbital energy (spin up / spin down) = 2.29 / 2.16 eV
highest occupied orbital energy (spin up / spin down) = -3.59 / -4.60 eV
E = -90340.529 eV
⟨S²⟩ = 0.7805
net charge = -1
frontier orbital gap (spin up / spin down) = 0.2160 / 0.2485 hartree

Energy above the lowest of the compared OMol25 structures with the same formula, charge and spin / kcal/mol: 0.0; 25.7; 0.0